#1
17
Properties=species:S:1:pos:R:3 method="wB97M-V/def2-TZVPD" smiles="C=P(C)=C[NH2+]C" lumo_ev="-4.440 / -4.435" multiplicity=1 charge=+1 orbital_gap_ev="8.18 / 8.19"
C -0.31 0.41 2.16
P -0.78 1.18 0.61
C -2.47 0.44 0.32
C 0.17 -0.27 0.01
N 1.53 -0.28 -0.29
C 1.61 -0.21 -1.82
H -0.89 -0.50 2.36
H 0.74 0.46 2.40
H -2.49 -0.31 -0.34
H -3.16 1.19 -0.07
H -2.80 0.23 1.30
H -0.41 -1.27 0.04
H 1.98 0.63 -0.14
H 2.19 -0.99 0.04
H 2.76 -0.09 -2.13
H 1.31 -1.15 -2.28
H 1.03 0.54 -2.17

#2
17
Properties=species:S:1:pos:R:3 method="wB97M-V/def2-TZVPD" lumo_ev=-4.105 multiplicity=1 charge=+1 orbital_gap_ev=9.76
C -1.87 -0.90 -0.07
C -0.38 -1.38 0.10
C -1.23 0.43 -0.36
C -1.70 1.78 -0.40
N -0.04 0.00 -0.13
P 3.22 -0.39 -0.04
H -2.65 -1.29 -0.70
H -2.29 -0.75 0.95
H -0.14 -1.77 1.05
H 0.04 -2.19 -0.53
H -0.98 2.43 -0.93
H -1.61 2.12 0.70
H -2.76 1.90 -0.72
H 4.45 -0.05 -0.58
H 0.94 0.48 0.01
H 3.20 0.76 0.75
H 3.79 -1.18 0.90

Most stable of them? #2.

#1
11
Properties=species:S:1:pos:R:3 method="wB97M-V/def2-TZVPD" smiles="C[N-]SC(=O)N=C=O" lumo_ev=3.698 multiplicity=1 charge=-1 orbital_gap_ev=6.23
C 1.33 0.79 0.71
N 0.76 1.24 -0.59
S 0.46 0.30 -1.72
C -0.90 -0.83 -1.54
O -1.37 -1.34 -2.53
N -1.32 -1.03 -0.24
C -1.56 -0.66 0.86
O -1.74 -0.48 2.02
H 2.40 1.07 0.83
H 0.68 1.26 1.42
H 1.26 -0.31 0.76

#2
11
Properties=species:S:1:pos:R:3 method="wB97M-V/def2-TZVPD" lumo_ev="3.087 / 2.877" multiplicity=1 charge=-1 orbital_gap_ev="7.34 / 6.39"
C 0.67 -1.84 -0.02
C 2.56 -0.57 -0.29
C 0.06 -0.67 0.56
N 2.02 -1.65 -0.01
N 0.81 2.12 -0.33
O 0.12 -2.85 -0.44
O 4.01 0.48 1.01
S 0.83 0.75 -0.78
H -0.96 -0.42 0.53
H 0.60 -0.36 1.55
H 3.65 1.47 0.80

Most stable of them? #1.

#1
81
Properties=species:S:1:pos:R:3 method="wB97M-V/def2-TZVPD" lumo_ev="-5.208 / -7.928" multiplicity=5 charge=+2 s_squared=6.02 orbital_gap_ev="6.92 / 5.72"
Pt -0.03 -1.61 -0.64
C 3.37 1.59 0.34
C 3.15 2.29 -0.88
C 1.86 3.26 0.74
C 2.53 2.15 1.33
C 2.24 3.34 -0.63
C 4.40 0.57 0.60
H 4.66 -0.01 -0.30
H 4.11 -0.16 1.38
H 5.33 1.05 0.95
C 2.42 1.71 2.73
H 2.55 0.63 2.82
H 1.44 1.95 3.16
H 3.19 2.20 3.33
C 0.89 4.16 1.40
H 1.34 5.04 1.89
H 0.31 3.65 2.18
H 0.17 4.57 0.66
C 1.70 4.26 -1.65
H 2.22 5.22 -1.72
H 0.65 4.48 -1.43
H 1.76 3.80 -2.63
C 3.73 1.92 -2.19
H 4.73 2.35 -2.37
H 3.08 2.27 -3.00
H 3.83 0.83 -2.29
C -1.43 -3.91 -0.49
C 0.01 -3.62 -0.72
C 0.53 -4.07 -2.07
C 0.06 -3.01 -3.08
C -0.44 -1.73 -2.59
C -1.81 -1.56 -2.04
C -2.78 -2.68 -2.30
C -2.45 -4.06 -1.64
H 0.13 -5.06 -2.31
H -0.75 -3.38 -3.71
H 1.63 -4.18 -2.08
H -2.17 -4.86 -2.37
H -1.65 -4.68 0.27
H 0.61 -4.08 0.09
H -3.37 -4.41 -1.14
H -3.81 -2.38 -2.05
H -2.32 -0.59 -2.23
H -2.84 -2.83 -3.38
H 0.86 -2.75 -3.73
H 0.07 -0.83 -2.92
P -1.77 -2.38 0.44
P -1.68 1.11 -0.50
C -3.14 -1.33 0.65
C -3.23 0.07 -0.07
H -3.14 -1.17 1.76
H -4.05 -1.93 0.43
H -3.76 -0.02 -1.03
H -3.81 0.74 0.58
C -2.40 2.83 -0.30
H -1.60 3.55 -0.09
H -3.13 2.89 0.52
H -2.88 3.15 -1.24
C -1.23 1.49 -2.25
H -2.14 1.55 -2.88
H -0.55 0.75 -2.69
H -0.70 2.46 -2.25
C -0.78 -2.92 1.83
H 0.20 -2.42 1.77
H -0.68 -4.01 1.89
H -1.39 -2.58 2.66
C 2.03 -1.79 -0.72
H 2.58 -0.83 -0.64
H 2.26 -2.29 -1.69
H 2.29 -2.51 0.07
F -1.92 1.57 5.85
C -1.40 1.15 4.65
C -1.67 1.90 3.53
C -1.17 1.43 2.31
C -0.52 0.23 2.23
C -0.15 -0.44 3.36
C -0.66 -0.03 4.63
H -2.24 2.83 3.55
H -1.31 2.08 1.45
H 0.53 -1.31 3.35
H -0.47 -0.61 5.53

#2
81
Properties=species:S:1:pos:R:3 method="wB97M-V/def2-TZVPD" lumo_ev="-4.840 / -8.321" multiplicity=5 charge=+2 s_squared=6.02 orbital_gap_ev="6.98 / 3.78"
Pt -0.83 -0.83 -4.83
C -0.32 -2.44 0.59
C 1.05 -2.54 0.24
C 0.79 -0.73 1.62
C -0.49 -1.30 1.42
C 1.75 -1.50 0.90
C -1.40 -3.38 0.20
H -1.11 -3.95 -0.70
H -2.33 -2.83 -0.02
H -1.62 -4.11 0.99
C -1.77 -0.80 1.98
H -2.59 -0.98 1.27
H -1.72 0.27 2.17
H -2.04 -1.30 2.92
C 1.08 0.41 2.53
H 1.08 0.09 3.58
H 0.33 1.21 2.42
H 2.08 0.83 2.31
C 3.22 -1.33 0.94
H 3.63 -1.85 1.82
H 3.49 -0.27 1.04
H 3.69 -1.75 0.05
C 1.64 -3.60 -0.61
H 1.81 -4.53 -0.04
H 2.61 -3.28 -1.02
H 0.98 -3.84 -1.45
C -1.77 0.60 -6.01
C -2.09 -0.75 -6.45
C -1.35 -1.43 -7.59
C 0.21 -1.40 -7.47
C 0.73 -1.16 -6.06
C 0.87 0.18 -5.54
C 0.62 1.39 -6.42
C -0.87 1.50 -6.84
H -1.67 -1.02 -8.56
H 0.62 -0.69 -8.20
H -1.69 -2.48 -7.55
H -0.98 1.32 -7.93
H -2.59 1.14 -5.52
H -3.13 -1.07 -6.26
H -1.18 2.54 -6.68
H 0.88 2.30 -5.85
H 1.68 0.33 -4.82
H 1.27 1.39 -7.31
H 0.56 -2.40 -7.76
H 1.42 -1.91 -5.65
P -1.81 2.29 -1.62
P 1.41 2.12 -1.47
C -0.75 3.54 -2.49
C 0.77 3.28 -2.76
H -0.83 4.42 -1.82
H -1.22 3.75 -3.47
H 1.06 2.95 -3.77
H 1.31 4.23 -2.61
C 2.59 3.34 -0.73
H 2.98 2.99 0.24
H 2.06 4.29 -0.56
H 3.43 3.52 -1.42
C 2.54 0.91 -2.20
H 3.25 1.37 -2.89
H 1.97 0.14 -2.73
H 3.09 0.41 -1.39
C -3.23 2.10 -2.77
H -3.63 1.07 -2.82
H -2.82 2.34 -3.76
H -4.03 2.82 -2.52
C -0.92 -1.52 -2.90
H -0.21 -0.99 -2.26
H -0.66 -2.60 -2.88
H -1.93 -1.38 -2.46
F -3.77 3.95 3.75
C -3.31 3.45 2.54
C -1.97 3.68 2.19
C -1.56 3.28 0.91
C -2.52 2.86 -0.05
C -3.79 2.45 0.41
C -4.19 2.72 1.74
H -1.29 4.14 2.90
H -0.51 3.28 0.63
H -4.45 1.90 -0.26
H -5.15 2.38 2.15

Most stable of them? #2.